Molecular formula: C5H9FN2
Method: DFT, the ωB97M-V functional and the def2-TZVPD basis

```
17
Properties=species:S:1:pos:R:3:nbo_charge:R:1
C -0.746 -2.314 -0.282 -0.6387
C -0.106 -0.977 -0.019 0.2297
N 0.576 -0.880 1.024 -0.2463
N 1.216 0.316 1.248 -0.4562
C 0.453 1.494 0.938 -0.2778
C 0.296 1.476 -0.571 0.2215
F -0.414 2.558 -1.011 -0.3584
C -0.395 0.153 -0.994 -0.5131
H -0.486 -3.149 0.360 0.2358
H -1.838 -2.240 -0.211 0.2152
H -0.435 -2.591 -1.321 0.2102
H 1.548 0.436 2.188 0.3655
H -0.457 1.570 1.477 0.1819
H 1.043 2.379 1.207 0.2074
H 1.336 1.526 -0.992 0.1639
H -1.423 0.292 -1.006 0.2303
H -0.168 -0.050 -2.036 0.2291
```

HOMO level = -8.7 eV
calculated total energy = -11027.5460 eV
molar mass = 116.14 g mol⁻¹
Kohn-Sham gap = 9.790 eV
relative energy (zero: lowest compared OMol25 entry of this formula, charge and spin) = 22.28 kcal per mole